Molecular formula: C10H15B2Be2F8N5
Method: DFT, the ωB97M-V functional and the def2-TZVPD basis

Atoms and positions in Å:
1 Be 4.2889 -34.9683 7.1901
2 Be 9.3666 -35.7677 5.9365
3 B 4.2156 -37.9554 6.4417
4 F 5.0485 -37.3464 7.4193
5 F 3.4380 -38.9685 6.9160
6 F 3.2953 -36.8894 6.0390
7 F 4.9870 -38.2942 5.3523
8 B 7.1324 -34.2707 6.4347
9 F 8.1172 -34.5443 7.4225
10 F 6.3954 -35.4594 6.3416
11 F 6.3412 -33.1902 6.7287
12 F 7.8953 -34.1494 5.2348
13 C 7.9269 -34.9911 10.6749
14 C 6.7540 -35.1295 9.8327
15 N 5.8157 -35.2376 9.1913
16 H 8.3985 -35.9674 10.7874
17 H 7.7433 -34.5871 11.6681
18 H 8.6171 -34.3060 10.1785
19 C 4.4375 -32.1569 3.0968
20 C 4.1655 -32.8830 4.3272
21 N 3.9820 -33.4837 5.2817
22 H 4.4818 -31.1037 3.3716
23 H 3.6103 -32.3260 2.4067
24 H 5.3435 -32.5197 2.6182
25 C 7.4320 -38.9695 9.4136
26 C 7.9359 -38.0282 8.4400
27 N 8.3027 -37.2879 7.6481
28 H 8.1937 -39.4142 10.0520
29 H 6.9170 -39.7864 8.9048
30 H 6.6944 -38.4925 10.0608
31 C 11.0537 -31.5651 7.2787
32 C 10.7401 -32.6645 6.3878
33 N 10.4657 -33.5209 5.6793
34 H 11.5204 -31.9828 8.1714
35 H 10.1402 -31.0205 7.4873
36 H 11.8159 -30.9009 6.8688
37 C 7.0884 -30.8002 8.9597
38 C 8.3055 -31.4736 9.4352
39 N 9.2759 -31.9451 9.8340
40 H 7.1105 -29.7645 9.2911
41 H 6.2252 -31.3451 9.3264
42 H 7.2079 -30.8205 7.8757

## Properties
Kohn-Sham gap (eV): 6.29
LUMO level (eV): -10.53
Net charge: +2
F_max (eV Å⁻¹): 3.8